Below is a molecular structure, C2H12CrF6O12S2 in a non-equilibrium geometry, with properties calculated with the ωB97M-V functional and the def2-TZVPD basis.

Output
<S²>: 3.77
M: 458.22 g/mol
Total charge: +1
Energy above the lowest of the compared OMol25 structures with the same formula, charge and spin: 29.3 kJ/mol
Multiplicity: 4
Total energy: -93231.591 eV
HOMO-LUMO gap (spin up / spin down): 9.813 / 10.556 eV
E_LUMO (spin up / spin down): -4.71 / -4.01 eV

Geometry as XYZ:
```
35
C2H12CrF6O12S2, DFT the ωB97M-V functional and the def2-TZVPD basis
Cr -4.851 -7.355 -8.861
C -7.637 -8.028 -12.444
F -8.275 -8.952 -11.729
F -7.471 -8.413 -13.679
F -8.310 -6.870 -12.321
S -5.836 -7.847 -11.806
O -5.192 -9.126 -11.816
O -5.409 -6.672 -12.622
O -6.076 -7.307 -10.395
C -8.407 -7.484 -6.642
F -9.298 -6.500 -6.774
F -8.763 -8.077 -5.459
F -8.467 -8.268 -7.720
S -6.712 -6.926 -6.366
O -6.650 -5.905 -5.357
O -6.132 -8.239 -6.000
O -6.151 -6.513 -7.617
O -3.062 -5.862 -11.478
H -3.785 -5.799 -12.253
H -2.269 -5.485 -11.838
O -1.166 -7.095 -6.189
H -0.439 -7.142 -6.829
H -1.216 -6.144 -5.937
O -5.658 -9.090 -8.288
H -5.910 -9.122 -7.365
H -6.552 -9.373 -8.653
O -3.248 -8.136 -9.988
H -3.473 -8.676 -10.798
H -2.928 -7.306 -10.487
O -3.742 -7.678 -7.187
H -4.302 -7.880 -6.432
H -2.852 -7.455 -6.915
O -3.973 -5.629 -9.122
H -4.439 -4.738 -8.897
H -3.657 -5.539 -10.290
```

Mulliken atomic charge list, values in e, 2 entries: 0.555 0.538


Below is a molecular structure, C2H12FNO2P2SSi2, with properties calculated with the ωB97M-V functional and the def2-TZVPD basis.

Output
M: 251.31 g/mol
Total energy: -55745.163 eV
HOMO-LUMO gap: 9.052 eV
E_LUMO: 0.46 eV

Geometry as XYZ:
```
23
C2H12FNO2P2SSi2, DFT the ωB97M-V functional and the def2-TZVPD basis
C -3.747 0.523 0.288
P -2.236 -0.521 0.414
C -1.952 -0.913 -1.371
Si -0.747 1.067 0.879
O 0.542 0.442 1.738
Si 1.659 -0.539 1.098
F 1.051 -1.335 -0.159
S 2.206 -1.928 2.598
P 3.512 0.557 0.459
N 2.863 1.515 -0.798
O 4.280 -0.703 -0.294
H -3.664 1.319 -0.451
H -4.556 -0.141 -0.014
H -3.996 0.943 1.259
H -1.546 -1.918 -1.438
H -2.908 -0.869 -1.888
H -1.255 -0.227 -1.848
H -1.401 2.055 1.759
H -0.222 1.759 -0.326
H 2.448 -2.946 1.773
H 2.340 1.005 -1.501
H 3.605 2.029 -1.256
H 3.725 -1.172 -0.922
```

Mulliken atomic charge list, values in e, 2 entries: -1.156 0.090